1.
C30H48Cl2N3O6SiSn | wB97M-V/def2-TZVPD

Structure (XYZ):
```
91
Properties=species:S:1:pos:R:3:lowdin_charge:R:1
Sn -1.836 -1.335 0.129 1.048
Cl -0.327 -0.465 -1.843 0.344
Cl -3.787 -1.044 -1.621 -0.178
Si -1.039 0.876 -3.510 0.345
O 0.218 -1.972 0.479 -0.315
O -1.410 -0.326 2.222 -0.210
O 1.055 -3.083 2.269 0.034
O -2.294 -3.496 0.494 -0.228
O 1.199 2.361 -1.297 -0.263
O -1.292 1.759 0.108 -0.073
N -0.397 -0.901 4.170 -0.156
N -4.336 -3.966 -0.332 -0.203
N -0.826 4.011 0.470 -0.174
C 0.697 -6.574 -0.261 -0.102
C -1.608 -0.490 4.874 -0.041
C -0.312 5.029 1.373 -0.078
C 3.506 3.335 -2.582 -0.047
C 2.377 2.000 -0.764 -0.470
C 1.957 2.287 1.743 -0.064
C 3.274 3.184 -1.118 -0.235
C 0.707 -3.025 1.093 -0.570
C -5.081 -3.120 0.605 -0.062
C 0.829 -4.192 0.165 -0.143
C 3.374 -0.053 2.292 -0.096
C -3.032 -4.114 -0.349 -0.297
C 3.729 4.053 -0.212 -0.141
C 3.089 0.311 0.980 -0.033
C 1.212 -5.051 -2.071 -0.085
C 0.994 -6.361 -1.614 -0.110
C 2.466 1.525 0.706 -0.142
C -2.310 2.046 -2.794 -0.215
C 1.139 -3.976 -1.182 -0.021
C 4.450 5.298 -0.568 -0.143
C 2.180 1.904 3.073 -0.089
C 0.743 -1.446 4.911 -0.034
C 2.951 0.761 3.346 -0.136
C 0.474 1.699 -4.172 -0.216
C 0.645 -5.498 0.628 -0.031
C -1.030 2.714 0.844 -0.320
C -1.026 4.458 -0.907 -0.055
C -1.938 -0.351 -4.635 -0.242
C -0.370 -0.665 2.861 -0.287
C -5.162 -4.675 -1.291 -0.051
H 2.770 1.096 -1.295 0.118
H -3.276 1.965 -3.318 0.031
H -0.647 5.484 -0.942 0.080
H -5.541 -2.303 0.041 0.050
H 3.171 0.498 4.388 0.085
H -1.688 -1.079 5.791 0.076
H -2.597 -4.741 -1.160 0.162
H 1.434 -4.870 -3.126 0.099
H 0.745 5.199 1.159 0.080
H 4.701 5.740 0.394 0.055
H 0.448 -5.665 1.686 0.115
H -2.091 4.445 -1.206 0.087
H -1.959 3.080 -2.877 0.007
H -2.473 -0.676 4.219 0.087
H 0.352 -1.904 5.826 0.080
H 3.555 3.910 0.854 0.086
H 1.167 0.955 -4.589 0.034
H -1.905 -1.366 -4.227 0.000
H 3.892 -0.984 2.504 0.099
H 1.726 2.498 3.881 0.097
H -0.837 5.968 1.182 0.080
H 0.883 2.156 -3.244 -0.007
H -0.907 2.579 1.953 0.134
H 4.031 4.266 -2.784 0.056
H -5.809 -5.363 -0.727 0.090
H -0.418 4.725 2.414 0.082
H 0.488 -7.590 0.085 0.093
H -1.565 0.579 5.152 0.095
H 0.234 2.470 -4.933 0.041
H -5.776 -3.943 -1.851 0.100
H -4.422 -2.717 1.370 0.079
H 1.310 -2.955 -1.523 0.097
H 3.835 6.004 -1.144 0.072
H 4.108 2.509 -2.975 0.085
H -2.480 1.817 -1.733 0.002
H 3.348 -0.336 0.153 0.107
H 2.558 3.327 -3.127 0.063
H -3.002 -0.132 -4.718 0.009
H 5.381 5.147 -1.118 0.065
H 1.230 -2.201 4.276 0.076
H 1.454 -0.649 5.187 0.069
H -5.874 -3.741 1.047 0.090
H -1.552 -0.449 -5.657 0.016
H -4.514 -5.239 -1.966 0.088
H 1.078 -7.211 -2.300 0.093
H 1.384 3.184 1.478 0.084
H -0.427 3.845 -1.597 0.066
H 0.622 -0.770 2.389 0.127
```

Computed properties:
Gap between HOMO and LUMO = 5.9692 eV
2S+1 = 1
HOMO level = -3.541 eV
Charge = -1



2.
C30H48FeP2S | wB97M-V/def2-TZVPD

Structure (XYZ):
```
82
Properties=species:S:1:pos:R:3:lowdin_spin:R:1
Fe 0.006 -0.886 -2.390 2.929
S -1.882 1.353 1.751 0.553
P 1.515 0.866 0.129 0.032
P -1.645 0.494 -1.665 0.037
C -1.798 -1.263 3.635 0.030
C 3.163 0.598 -0.691 0.003
C -0.884 3.811 2.321 0.103
C 0.652 2.117 -0.874 0.005
C -0.882 2.037 -1.368 0.013
C -1.524 -1.076 -3.672 -0.083
C 1.083 -0.062 4.105 -0.002
C -0.582 -1.563 2.845 0.203
C 2.192 1.933 1.502 0.004
C 3.090 -1.641 2.173 0.056
C -0.443 4.505 4.596 0.126
C -1.495 2.607 2.807 0.064
C 1.615 -1.762 2.187 0.322
C 0.632 1.411 -4.274 0.002
C -1.175 3.419 5.086 -0.012
C -1.677 -3.407 1.418 0.035
C -0.320 4.713 3.225 -0.009
C -3.258 -0.169 -1.089 0.020
C 1.152 0.278 -3.361 -0.022
C 0.846 -2.679 1.377 0.036
C -0.929 -1.859 -4.786 -0.001
C -0.519 -2.558 1.815 0.218
C 1.458 -3.810 0.601 -0.004
C 1.299 -1.106 -3.693 0.041
C -1.730 2.495 4.212 0.100
C 0.733 -1.074 3.076 0.063
C -0.703 -2.473 -1.754 -0.009
C -0.839 1.234 -4.542 -0.001
C 0.657 -1.816 -4.880 0.011
C -1.684 0.441 -3.522 -0.002
H -2.056 -4.157 2.164 0.012
H -1.284 3.313 6.164 -0.003
H 3.098 -0.223 -1.438 0.000
H -1.422 -3.977 0.507 0.000
H -2.059 -2.179 4.196 0.011
H 3.890 0.325 0.117 0.000
H 1.080 -2.868 -4.910 0.001
H 0.240 5.594 2.912 -0.003
H -1.254 -2.885 -4.525 0.000
H -2.699 -0.980 3.064 0.006
H -1.595 2.329 -0.613 0.002
H 1.912 0.758 -2.784 0.002
H -2.480 -1.573 -3.408 0.003
H 3.510 1.522 -1.200 0.000
H 3.382 -0.596 2.392 0.006
H 0.181 -2.602 -1.052 0.008
H -3.464 0.672 -0.420 0.008
H 0.737 2.419 -3.806 0.000
H 1.858 -1.685 -2.911 0.018
H 1.210 1.373 -5.227 -0.002
H 1.055 -0.523 5.111 0.000
H -4.081 -0.351 -1.807 0.001
H -0.850 3.987 1.252 0.003
H -2.972 -1.125 -0.619 0.002
H -1.022 0.509 -5.370 0.000
H -1.679 -0.435 4.347 0.000
H 0.868 -1.242 -5.820 0.000
H 1.845 -4.653 1.221 -0.001
H -1.375 -1.615 -5.791 -0.003
H 0.046 5.190 5.287 0.007
H -1.079 2.792 -2.113 0.001
H 2.087 0.370 3.983 0.000
H 0.416 0.816 4.146 0.000
H 0.727 -4.247 -0.103 0.000
H 3.448 -1.873 1.156 0.005
H -2.719 0.827 -3.859 -0.003
H 1.359 2.423 2.034 0.000
H 2.852 2.671 1.013 0.001
H 2.331 -3.436 0.033 -0.001
H -2.340 1.667 4.600 0.003
H 1.296 2.422 -1.738 0.000
H -0.636 -3.218 -2.593 0.014
H -1.322 2.231 -4.680 0.000
H 3.620 -2.342 2.868 0.022
H 2.804 1.325 2.189 0.000
H -2.496 -2.699 1.168 0.009
H 0.601 2.980 -0.191 0.000
H -1.694 -2.145 -1.246 0.012
```

Computed properties:
Gap between HOMO and LUMO (spin up / spin down) = 6.1254 / 4.6007 eV
2S+1 = 6
HOMO level (spin up / spin down) = -9.374 / -9.261 eV
Charge = +1



3.
C30H49AlCl2F18K2N3O10P | wB97M-V/def2-TZVPD

Structure (XYZ):
```
116
Properties=species:S:1:pos:R:3:lowdin_charge:R:1
K -2.008 4.009 -2.009 0.961
K 1.528 -1.072 4.728 1.046
Cl 3.085 -7.113 1.538 0.570
Cl 1.682 -7.335 4.092 0.508
P -0.306 -1.320 -7.486 -0.138
Al 1.134 0.790 -6.233 0.646
F -1.997 1.729 6.966 0.129
F -4.518 0.038 -0.597 -0.195
F -2.003 6.078 5.845 0.139
F 0.998 6.001 2.821 0.146
F 0.475 3.703 4.476 0.123
F -3.084 3.565 5.330 0.135
F 0.135 6.307 5.504 0.126
F -1.707 7.507 3.758 0.125
F -0.664 -0.490 5.951 -0.033
F -0.369 7.356 1.770 0.125
F -0.206 3.774 1.663 0.143
F -2.043 2.818 3.552 0.112
F 0.777 1.327 6.116 0.025
F -1.773 5.122 0.687 0.120
F -2.597 5.568 3.252 0.147
F -0.323 3.957 6.515 0.119
F -2.741 0.903 5.041 0.091
F 0.369 5.362 0.284 0.110
O -2.727 -2.207 0.231 0.004
O -1.272 1.077 0.804 -0.107
O 1.141 -0.945 -7.983 -0.464
O -0.744 -0.114 -6.594 -0.480
O -3.510 -0.443 1.380 -0.150
O -0.248 -2.590 -6.614 -0.451
O -6.132 3.808 2.465 -0.231
O 2.610 -2.066 1.340 -0.060
O -4.467 1.400 0.525 -0.074
O -1.271 -1.489 -8.650 -0.442
N -0.209 -0.872 1.762 -0.072
N 3.886 -1.652 -5.153 -0.224
N -5.709 -0.054 4.301 0.343
C 5.033 -0.945 -4.497 0.006
C -0.745 -0.616 3.114 -0.156
C 1.713 -4.355 1.558 -0.095
C 2.192 -0.452 -3.583 -0.216
C 0.054 0.614 3.863 -0.123
C -5.542 2.073 0.919 -0.264
C 2.526 -8.210 2.806 -0.987
C -0.550 5.052 1.290 -0.401
C -0.671 4.107 5.164 -0.229
C -1.388 6.157 3.568 -0.245
C -5.082 3.153 2.046 -0.474
C 1.663 -1.511 -2.613 -0.260
C -0.501 1.743 -1.545 -0.237
C -1.841 3.096 4.906 -0.245
C -0.315 6.122 2.423 -0.248
C 3.807 -3.094 -4.681 -0.095
C -1.689 1.540 -0.469 -0.241
C 3.798 -3.225 -7.051 -0.136
C 3.137 -3.825 -5.825 -0.143
C 0.529 -2.365 -3.177 -0.068
C 1.539 -2.810 1.951 -0.377
C 4.158 -1.793 -6.675 -0.068
C -0.986 5.643 5.000 -0.253
C -1.711 1.676 5.606 -0.255
C -2.531 -1.108 0.767 -0.590
C -1.133 -0.353 0.763 -0.257
C 2.599 -0.874 -4.990 -0.252
C 0.904 2.137 -0.931 -0.078
C -0.397 0.855 5.388 -0.242
C 0.066 -2.321 1.503 -0.106
H 2.058 -3.636 -5.841 0.100
H 2.700 -4.568 1.082 0.043
H -1.850 -0.402 3.140 0.122
H 5.216 -1.595 -6.854 0.122
H 3.280 -4.905 -5.762 0.124
H -4.514 2.565 2.803 0.068
H 0.889 -4.663 0.843 0.100
H -4.269 3.748 1.569 0.083
H -6.410 0.552 4.734 0.160
H 1.043 1.853 0.141 0.076
H 1.079 3.235 -1.127 0.067
H -0.672 -3.007 2.020 0.146
H 1.687 -2.757 3.086 0.066
H 0.236 -3.127 -2.450 0.073
H 1.162 0.263 3.896 -0.023
H 1.715 1.595 -1.507 0.069
H 3.271 -3.168 -3.741 0.108
H 2.750 0.067 -5.585 -0.055
H 2.478 -2.145 -2.250 0.085
H 3.384 -8.721 3.234 0.028
H -0.350 -1.753 -3.394 0.095
H 4.893 -0.973 -3.417 0.098
H -2.475 0.896 -0.965 0.137
H 1.388 0.285 -3.711 0.048
H -0.607 -1.621 3.687 0.114
H -5.966 -0.233 3.321 0.158
H -0.849 2.451 -2.386 0.016
H 1.288 -0.994 -1.721 0.079
H 3.370 -1.999 1.945 0.089
H 1.617 -4.986 2.486 0.019
H -2.202 2.559 -0.286 0.058
H 1.845 -8.935 2.369 0.032
H 3.004 0.103 -3.099 0.100
H -4.796 0.405 4.332 0.113
H -0.670 -0.564 -0.255 0.153
H 3.144 -3.264 -7.924 0.132
H -0.358 0.741 -2.054 0.103
H 3.558 -1.058 -7.215 0.111
H -5.660 -0.938 4.809 0.154
H 0.812 -2.883 -4.095 0.053
H 5.956 -1.466 -4.756 0.102
H 1.806 -1.447 -5.497 0.095
H 4.707 -3.779 -7.304 0.111
H 4.831 -3.451 -4.539 0.132
H -6.359 1.490 1.375 0.104
H -0.024 -2.561 0.401 0.141
H 0.051 1.516 3.202 0.122
H -6.086 2.649 0.152 0.117
H 5.065 0.079 -4.868 0.116
```

Computed properties:
Gap between HOMO and LUMO = 1.6503 eV
2S+1 = 1
HOMO level = -3.767 eV
Charge = 0



4.
C30H49BN6PS5V | wB97M-V/def2-TZVPD

Structure (XYZ):
```
93
Properties=species:S:1:pos:R:3:lowdin_spin:R:1
V -0.354 -0.277 -0.347 2.758
S 2.000 -1.149 -0.508 0.016
S 0.358 -5.123 -0.001 0.001
S -1.099 -2.550 -0.545 0.040
S 2.711 -6.904 0.433 -0.002
S 2.960 -3.969 -0.037 0.002
P -0.179 -0.550 2.270 0.021
N 0.004 0.419 -2.244 0.002
N 0.132 1.782 -2.272 0.007
N -2.183 1.930 -1.325 0.005
N -0.342 3.181 -0.140 0.001
N -1.130 3.188 0.961 0.002
N -2.261 0.741 -0.666 0.014
C -4.059 -0.865 -0.046 0.004
C 2.046 -5.410 0.160 0.000
C 0.563 1.017 2.950 0.000
C 0.281 -2.234 4.598 0.000
C -1.939 -0.529 2.909 0.008
C 2.184 -1.871 3.041 0.000
C -1.130 4.195 3.206 0.000
C 0.637 4.546 1.292 0.000
C 1.765 1.451 2.106 0.005
C 0.658 -1.967 3.137 0.002
C 1.678 -1.886 -4.658 0.000
C -3.397 2.316 -1.729 0.011
C -0.794 -1.909 -4.162 0.002
C 0.409 -3.397 -0.275 0.011
C 1.641 -2.839 -0.275 0.014
C 0.945 1.112 4.429 -0.001
C -4.311 1.362 -1.348 0.002
C -4.584 -1.835 -1.104 0.001
C 1.174 0.999 -4.061 0.003
C -0.548 3.997 1.832 0.000
C -2.250 0.104 4.265 0.001
C 0.829 2.133 -3.366 0.014
C 0.621 -0.059 -3.321 0.019
C -0.876 5.615 3.711 0.000
C -2.577 -1.920 2.815 0.001
C -5.144 -0.539 0.983 0.001
C 0.714 4.000 0.034 0.000
C -3.549 0.392 -0.678 0.017
C -2.617 3.857 3.242 0.000
C 0.596 -1.522 -3.648 0.003
B -0.881 2.702 -1.518 0.002
H 2.622 -2.852 3.241 0.000
H -2.309 -2.436 1.892 0.001
H -4.769 0.136 1.754 0.000
H 1.173 2.156 4.669 0.000
H -0.776 -2.437 4.745 0.000
H -3.664 -1.829 2.860 0.000
H -1.554 -1.686 -3.414 0.000
H 0.785 -2.066 -2.721 0.001
H 1.007 3.173 -3.585 0.001
H -1.081 3.667 -2.216 0.000
H -2.999 3.935 4.262 0.000
H 0.190 5.831 3.789 0.000
H -5.998 -0.055 0.502 0.000
H 1.846 0.533 4.641 0.000
H 1.450 4.130 -0.744 0.000
H -1.319 6.347 3.031 0.000
H 0.339 -2.831 2.543 0.000
H -1.923 1.142 4.322 0.000
H -3.222 -1.344 0.460 0.002
H -0.615 3.506 3.889 0.000
H 0.564 -1.408 5.247 0.000
H -3.177 4.546 2.605 0.000
H -5.500 -1.452 1.463 0.000
H -5.372 1.359 -1.525 0.000
H -1.796 -0.448 5.090 0.000
H -1.319 5.755 4.699 0.000
H 0.163 0.781 5.107 0.000
H -0.240 1.735 2.756 0.000
H -3.522 3.243 -2.262 0.001
H -3.333 0.093 4.420 0.000
H 0.833 -3.116 4.936 0.000
H -2.276 -2.553 3.649 0.000
H 1.540 1.474 1.039 0.003
H 2.669 -1.616 -4.289 0.000
H 1.667 -2.961 -4.845 0.000
H 2.611 0.774 2.242 0.000
H -2.803 2.851 2.867 0.000
H -3.799 -2.096 -1.814 0.000
H 2.074 2.456 2.400 0.000
H 1.515 -1.379 -5.613 0.000
H -1.028 -1.361 -5.079 0.000
H 2.572 -1.179 3.794 0.000
H 1.333 5.227 1.752 0.000
H -4.931 -2.758 -0.635 0.000
H 2.524 -1.538 2.063 0.000
H -0.832 -2.979 -4.377 0.000
H -2.411 0.104 2.148 0.003
H 1.744 0.941 -4.971 0.000
H -5.419 -1.394 -1.655 0.000
```

Computed properties:
Gap between HOMO and LUMO (spin up / spin down) = 6.0100 / 6.3078 eV
2S+1 = 4
HOMO level (spin up / spin down) = -3.564 / -3.864 eV
Charge = -1



5.
C30H49BeBr2F6NO27S2 | wB97M-V/def2-TZVPD

Structure (XYZ):
```
118
Properties=species:S:1:pos:R:3:lowdin_charge:R:1
Br 0.701 2.081 5.024 0.687
Br 2.934 4.567 1.763 0.623
S -1.527 -2.169 -0.755 0.700
S -1.658 0.345 0.159 0.613
F 0.433 -3.541 0.490 0.124
F 0.877 -3.260 -1.506 0.129
F -1.471 2.564 1.726 0.158
F -0.817 0.903 2.740 0.053
F 1.123 -1.483 -0.129 0.132
F -2.983 1.153 2.369 0.133
O 6.656 1.307 -2.076 0.085
O -2.509 5.588 -0.798 0.111
O -0.378 0.629 -0.421 -0.303
O 1.821 -0.647 -6.339 0.026
O -2.225 -3.434 -0.580 -0.316
O -4.192 -1.916 4.728 0.005
O -0.498 5.019 0.087 0.065
O -4.880 -1.820 0.220 -0.041
O -1.771 -1.522 -2.029 -0.291
O 6.753 -5.964 -0.157 0.123
O 0.925 -6.829 -4.339 0.116
O -2.614 6.403 5.317 0.059
O 4.475 1.142 -1.687 0.124
O 2.929 -2.434 -5.766 0.076
O -1.069 -6.743 -3.490 0.107
O -4.475 -1.059 -2.518 -0.041
O -2.060 6.060 1.354 0.112
O -1.532 -1.610 3.826 -0.074
O 5.178 -5.086 1.222 0.094
O -1.410 4.555 4.912 0.000
O -0.806 -7.617 -5.579 0.129
O 5.136 2.966 -2.610 0.074
O -2.735 0.915 -0.715 -0.309
O -5.099 -0.800 3.124 -0.017
O 4.896 -4.929 -0.952 0.068
O -0.682 6.068 6.486 0.142
O 2.507 -2.082 -8.033 0.146
N -1.823 -1.167 0.659 -0.307
C -0.342 -6.535 -1.097 0.009
C -1.491 5.641 5.696 -0.507
C 3.738 -4.279 -0.495 -0.100
C 1.640 4.099 3.279 -0.559
C -0.343 -6.015 -2.539 -0.354
C -4.365 6.215 3.823 -0.026
C -6.279 -1.038 5.230 0.011
C 0.995 -6.007 -3.167 -0.107
C -5.069 -1.198 4.297 -0.778
C 2.461 -1.797 -6.844 -0.458
C -1.730 5.579 0.269 -0.510
C -1.749 1.287 1.856 -0.625
C 3.818 -4.681 1.002 -0.237
C -1.779 5.694 -3.075 -0.019
C -0.356 -7.079 -4.563 -0.544
C 2.357 -1.946 -4.608 -0.344
C -1.887 4.791 -1.812 -0.244
C 5.480 1.775 -2.077 -0.588
C 3.300 1.974 -1.764 -0.255
C 1.922 2.634 3.572 -0.660
C 3.711 -3.477 2.028 -0.013
C 1.799 -0.532 -4.948 -0.086
C 0.423 -2.595 -0.452 -0.568
C -2.623 4.391 4.133 -0.077
C -3.542 5.430 4.781 -0.337
C 2.604 1.996 -0.345 -0.051
C -0.511 4.463 -1.134 -0.153
C 5.671 -5.395 0.047 -0.545
C 3.468 -2.041 -3.620 -0.007
C 3.816 3.339 -2.233 -0.081
Be -3.362 -2.416 2.035 1.100
H -1.798 -1.604 4.745 0.044
H -2.418 4.566 3.077 0.098
H 1.671 2.550 -0.456 0.058
H 2.844 -4.653 -0.993 0.105
H -5.956 -0.426 6.071 0.083
H -1.156 6.556 -2.833 0.085
H -0.026 -7.571 -1.213 0.101
H -3.536 -1.111 -2.693 0.001
H -3.055 3.392 4.190 0.127
H -7.058 -0.599 4.607 0.077
H -4.715 -1.943 -0.715 0.013
H 4.300 -1.340 -3.698 0.109
H 3.905 -2.478 1.637 0.077
H 0.745 -0.518 -4.668 0.133
H 0.242 -5.860 -0.471 0.067
H -1.330 -6.587 -0.640 0.085
H 1.217 -4.945 -3.274 0.112
H 3.723 -3.091 -3.478 0.090
H -1.306 5.247 -3.949 0.084
H 3.703 4.037 -1.403 0.115
H -0.443 3.380 -1.027 0.114
H -5.146 5.582 3.403 0.095
H -5.833 -1.760 0.289 0.072
H 2.803 -3.440 2.630 0.066
H -2.494 3.917 -2.047 0.147
H 2.607 1.641 -2.536 0.135
H 1.739 1.986 2.714 0.038
H 2.321 0.952 -0.211 0.058
H -0.790 -5.024 -2.624 0.138
H -2.698 6.177 -3.407 0.084
H -6.692 -1.932 5.696 0.083
H -4.719 7.044 4.436 0.094
H 3.149 -5.487 1.305 0.151
H 0.671 4.283 2.814 0.039
H 3.316 3.697 -3.132 0.136
H 3.332 2.246 0.426 0.033
H 2.991 -1.934 -2.646 0.060
H -3.726 6.625 3.041 0.075
H 1.568 -2.695 -4.543 0.153
H 2.935 2.513 3.955 0.054
H 2.410 0.291 -4.578 0.123
H 0.260 4.909 -1.761 0.136
H -4.625 -0.144 -2.280 0.045
H -4.139 4.915 5.534 0.153
H -0.606 -1.372 3.842 0.042
H 1.769 -6.419 -2.520 0.136
H 4.430 -3.531 2.845 0.081
H 1.887 4.728 4.134 0.068
H 3.824 -3.197 -0.598 0.123
```

Computed properties:
Gap between HOMO and LUMO = 6.1629 eV
2S+1 = 1
HOMO level = -10.600 eV
Charge = 0